1.
This record from the OMol25 dataset describes a cluster of 5 separate species, C21H53B2ClN7O7 in total in a non-equilibrium geometry. The level of theory is ωB97M-V with the def2-TZVPD basis set.

The geometry in XYZ format:
```
91
Properties=species:S:1:pos:R:3
N 2.512 -3.100 0.409
B 1.351 -3.339 -0.588
O 1.342 -4.490 -1.514
N 0.254 -2.247 -0.545
C 0.394 -0.992 -1.337
C -0.602 0.297 -1.456
Cl -0.317 1.842 -2.448
C -1.987 0.050 -0.543
C -1.898 -1.410 0.180
C -3.258 -1.794 1.082
B -4.444 -2.082 -0.069
O -5.428 -1.001 -0.299
O -4.373 -3.371 -0.783
N -0.863 -2.457 0.198
H 1.992 -2.920 1.320
H 2.853 -2.131 0.131
H 2.246 -4.465 -1.956
H 1.392 -0.915 -1.989
H -2.873 0.816 -0.490
H -3.076 -2.736 1.762
H -3.543 -0.867 1.776
H -4.997 -0.439 -1.035
H -3.544 -3.325 -1.380
C -3.196 6.998 -3.502
C -2.597 6.269 -4.701
C -3.268 4.907 -4.997
O -2.888 3.855 -4.104
C -3.579 3.860 -2.864
N -1.148 6.121 -4.498
H -2.867 6.579 -2.547
H -2.891 8.050 -3.507
H -4.290 6.969 -3.530
H -2.757 6.907 -5.579
H -2.943 4.579 -5.992
H -4.360 4.997 -5.045
H -4.614 4.200 -2.967
H -3.043 4.479 -2.142
H -3.588 2.838 -2.476
H -0.738 5.727 -5.345
H -1.013 5.384 -3.799
C 5.257 -0.053 2.059
C 4.175 0.751 1.344
C 3.725 2.012 2.121
O 2.863 1.744 3.231
C 3.536 1.329 4.410
N 3.038 -0.132 1.047
H 4.861 -0.650 2.886
H 5.731 -0.753 1.362
H 6.039 0.603 2.455
H 4.603 1.093 0.393
H 3.138 2.638 1.439
H 4.582 2.620 2.436
H 4.510 1.814 4.524
H 3.647 0.243 4.413
H 2.914 1.596 5.268
H 2.363 0.384 0.481
H 2.540 -0.292 1.928
C -7.478 -3.049 -2.409
C -8.299 -2.504 -3.574
C -8.771 -3.596 -4.564
O -7.750 -4.078 -5.443
C -6.892 -5.051 -4.868
N -7.526 -1.457 -4.259
H -6.452 -3.295 -2.696
H -7.413 -2.302 -1.610
H -7.941 -3.947 -1.988
H -9.199 -2.043 -3.148
H -9.535 -3.155 -5.215
H -9.257 -4.431 -4.043
H -7.417 -5.703 -4.163
H -6.047 -4.562 -4.379
H -6.489 -5.669 -5.675
H -8.117 -1.027 -4.970
H -6.796 -1.926 -4.803
C 7.629 -1.840 5.344
C 7.883 -0.375 5.005
C 9.148 0.208 5.680
O 8.991 0.505 7.071
C 9.121 -0.618 7.929
N 6.686 0.410 5.340
H 7.210 -1.975 6.345
H 6.910 -2.273 4.640
H 8.552 -2.425 5.278
H 8.039 -0.317 3.920
H 9.377 1.166 5.199
H 10.023 -0.434 5.518
H 9.857 -1.339 7.560
H 8.150 -1.098 8.064
H 9.448 -0.261 8.909
H 6.823 1.369 5.017
H 6.658 0.501 6.360
```

Results
net charge: +1

---

2.
This record from the OMol25 dataset describes the ion C5H6N with charge +1 in a non-equilibrium geometry. The level of theory is ωB97M-V with the def2-TZVPD basis set.

The geometry in XYZ format:
```
12
Properties=species:S:1:pos:R:3
C -2.503 -0.258 -0.085
C -1.459 0.440 0.100
C -0.251 1.158 0.193
N 0.951 0.508 -0.003
C 2.192 0.536 -0.119
C 1.630 -0.827 0.028
H -3.389 -0.501 0.607
H -2.529 -0.576 -1.123
H -0.061 2.278 0.049
H 3.091 1.146 -0.255
H 1.338 -1.360 -0.884
H 1.572 -1.345 1.019
```

Results
energy relative to the best compared isomer or geometry (same formula, charge and spin): 114.4 kcal/mol
SMILES: C=C=C[N+]1=CC1
net charge: +1

---

3.
This record from the OMol25 dataset describes a cluster of 2 separate species, C3H3F2NS in total in a non-equilibrium geometry. The level of theory is ωB97M-V with the def2-TZVPD basis set.

The geometry in XYZ format:
```
10
Properties=species:S:1:pos:R:3
N -1.524 1.708 1.263
C -1.741 0.618 1.798
C -2.204 -0.632 2.018
F -1.526 -1.735 1.745
F -3.280 -0.819 2.708
H -1.249 2.497 1.762
C -0.519 1.328 -1.586
S 0.421 0.000 -1.453
H -0.301 1.992 -2.293
H -1.271 1.393 -0.765
```

Results
energy relative to the best compared isomer or geometry (same formula, charge and spin): 75.7 kcal/mol
SMILES: N=C=C(F)F.C=S
net charge: 0

---

4.
This record from the OMol25 dataset describes a cluster of 12 separate species, C24H40BN12OP in total in a non-equilibrium geometry. The level of theory is ωB97M-V with the def2-TZVPD basis set.

The geometry in XYZ format:
```
79
Properties=species:S:1:pos:R:3
B 3.034 -2.062 -0.414
P 1.178 -1.782 -0.644
O 0.910 -0.138 -0.745
H 3.688 -1.151 -0.013
H 3.613 -3.069 -0.683
H 0.363 -2.287 0.396
H 0.743 -2.348 -1.868
C 4.060 3.144 -0.453
C 5.155 2.180 -0.415
N 6.016 1.426 -0.384
H 3.184 2.774 0.082
H 4.345 4.091 0.002
H 3.754 3.354 -1.466
C 5.395 5.620 -4.103
C 4.354 5.414 -3.107
N 3.551 5.252 -2.306
H 6.199 4.901 -3.984
H 5.012 5.515 -5.118
H 5.832 6.617 -4.022
C -1.996 2.032 -2.668
C -0.815 1.353 -2.144
N 0.118 0.804 -1.726
H -2.585 1.374 -3.308
H -2.650 2.374 -1.865
H -1.724 2.905 -3.262
C -5.774 3.733 -2.008
C -5.570 3.198 -3.352
N -5.405 2.777 -4.404
H -5.093 4.557 -1.800
H -6.787 4.108 -1.877
H -5.610 2.975 -1.246
C 2.886 1.843 -3.845
C 2.892 2.221 -5.253
N 2.896 2.517 -6.359
H 3.613 1.058 -3.638
H 3.131 2.687 -3.206
H 1.909 1.471 -3.533
C -7.916 6.364 0.685
C -6.791 5.436 0.658
N -5.910 4.708 0.636
H -8.758 5.952 1.241
H -7.641 7.308 1.157
H -8.268 6.592 -0.321
C 0.931 -3.757 3.334
C 1.235 -4.347 2.036
N 1.475 -4.813 1.016
H 1.687 -3.028 3.629
H -0.024 -3.246 3.325
H 0.886 -4.514 4.117
C 0.143 -7.034 6.845
C 0.759 -5.729 7.041
N 1.244 -4.703 7.195
H -0.946 -6.971 6.879
H 0.418 -7.464 5.873
H 0.452 -7.741 7.615
C 6.644 0.429 -4.796
C 6.318 1.712 -4.187
N 6.062 2.716 -3.706
H 6.935 -0.304 -4.043
H 5.792 0.020 -5.341
H 7.470 0.522 -5.500
C -3.418 -3.315 2.182
C -2.577 -3.642 3.327
N -1.913 -3.900 4.224
H -3.196 -3.957 1.329
H -4.475 -3.436 2.418
H -3.269 -2.283 1.862
C -7.603 1.114 2.350
C -7.731 1.491 0.947
N -7.832 1.787 -0.153
H -6.810 0.380 2.493
H -7.366 1.977 2.972
H -8.526 0.678 2.731
C 3.477 -7.536 3.538
C 2.380 -8.157 4.270
N 1.516 -8.644 4.843
H 3.860 -8.198 2.761
H 3.159 -6.612 3.053
H 4.308 -7.291 4.200
```

Results
net charge: 0

---

E_LUMO in eV, matching the order above: -5.73; -5.25; -0.27; -0.71